(1)
# C10H15N4O10S3

A cluster of 2 separate species, C10H15N4O10S3 in total in a non-equilibrium geometry (the ωB97M-V functional and the def2-TZVPD basis, the OMol25 dataset).

Properties
Highest occupied orbital energy: -2.282 eV
Frontier orbital gap: 0.1176 Ha
Energy above the lowest of the compared OMol25 structures with the same formula, charge and spin: 8.7 kcal/mol
Total charge: -1

Element x y z (Å)
C (-2.986, 3.677, 1.979)
C (-1.534, 3.274, 1.611)
C (-1.644, 2.295, 0.451)
O (-0.533, 1.404, 0.370)
C (-0.921, 0.125, 0.172)
O (-1.578, -0.456, 1.004)
C (-0.493, -0.583, -1.084)
S (-0.855, -2.348, -0.787)
C (0.303, -3.063, -1.829)
N (1.168, -2.401, -2.536)
N (1.866, -3.294, -3.197)
N (1.417, -4.464, -2.901)
N (0.413, -4.387, -1.990)
C (-0.308, -5.477, -1.394)
C (0.695, -6.530, -0.962)
O (1.498, -7.019, -1.721)
O (0.650, -6.883, 0.330)
O (-0.852, 4.478, 1.224)
C (0.319, 4.741, 1.890)
O (1.346, 4.762, 1.269)
C (0.407, 5.084, 3.379)
S (-1.135, 5.199, 4.345)
H (-2.979, 4.750, 2.143)
H (-3.672, 3.507, 1.153)
H (-3.319, 3.229, 2.911)
H (-1.047, 2.817, 2.469)
H (-2.597, 1.787, 0.563)
H (-1.695, 2.882, -0.469)
H (0.577, -0.398, -1.356)
H (-1.074, -0.200, -1.920)
H (1.814, -5.291, -3.321)
H (-0.778, -5.090, -0.495)
H (-1.068, -5.879, -2.060)
H (1.547, -7.152, 0.566)
H (1.050, 4.375, 3.884)
H (0.872, 6.062, 3.439)
H (-1.537, 3.918, 4.322)
O (4.033, 1.611, -1.570)
S (3.347, 0.524, -2.296)
O (3.361, 0.776, -3.755)
O (1.912, 0.426, -1.825)
O (4.011, -0.788, -2.005)

Mulliken atomic charges, in units of e:
1 C -1.570
2 C 0.580
3 C -1.236
4 O -0.291
5 C 0.480
6 O -0.647
7 C 0.317
8 S -0.317
9 C 0.403
10 N 0.214
11 N -0.739
12 N 0.255
13 N 0.276
14 C -0.320
15 C 0.664
16 O -0.557
17 O -0.439
18 O -0.293
19 C 0.529
20 O -0.487
21 C -0.541
22 S -0.189
23 H 0.429
24 H 0.484
25 H 0.292
26 H 0.511
27 H 0.577
28 H 0.321
29 H 0.012
30 H 0.317
31 H 0.256
32 H 0.217
33 H 0.250
34 H 0.369
35 H 0.313
36 H 0.384
37 H 0.097
38 O -0.736
39 S 1.047
40 O -0.774
41 O -0.669
42 O -0.787

---

(2)
# C33H76F13N6O22S7Y

A structure of composition C33H76F13N6O22S7Y in a non-equilibrium geometry (the ωB97M-V functional and the def2-TZVPD basis, the OMol25 dataset).

Properties
Highest occupied orbital energy: -11.221 eV
Frontier orbital gap: 0.1657 Ha
Total charge: +2

Element x y z (Å)
Y (11.309, 16.750, -24.210)
N (9.787, 15.841, -22.809)
S (8.672, 16.125, -21.755)
O (8.743, 15.890, -20.350)
O (7.318, 16.176, -22.353)
F (8.859, 17.719, -21.589)
S (9.496, 14.178, -22.471)
O (8.342, 13.480, -22.928)
O (10.251, 13.599, -21.344)
F (10.511, 13.796, -23.675)
N (10.003, 17.994, -25.465)
S (9.760, 19.467, -25.829)
O (9.062, 20.118, -24.712)
O (9.480, 19.905, -27.230)
F (11.292, 20.061, -25.652)
S (8.355, 17.646, -26.107)
O (8.361, 17.005, -27.461)
O (7.156, 18.397, -25.800)
F (8.090, 16.376, -25.225)
C (14.085, 8.718, -26.258)
O (14.963, 8.774, -25.076)
C (15.211, 10.148, -24.692)
C (14.264, 10.759, -23.775)
N (13.852, 9.841, -22.579)
H (13.546, 8.916, -22.845)
H (14.602, 9.489, -22.001)
C (12.723, 10.364, -21.528)
C (11.419, 10.633, -22.285)
O (10.779, 9.577, -23.007)
C (9.809, 8.735, -22.395)
H (14.458, 9.306, -27.096)
H (13.091, 9.010, -25.920)
H (14.277, 7.747, -26.715)
H (15.303, 10.858, -25.514)
H (16.141, 10.041, -24.134)
H (13.427, 11.203, -24.313)
H (14.728, 11.626, -23.305)
H (13.100, 11.254, -21.024)
H (12.527, 9.435, -20.993)
H (11.530, 11.487, -22.953)
H (10.651, 11.089, -21.660)
H (10.125, 8.418, -21.401)
H (9.694, 7.886, -23.068)
H (8.845, 9.240, -22.326)
C (7.876, 11.698, -25.724)
C (6.453, 11.433, -25.066)
N (5.356, 12.406, -25.620)
C (5.494, 12.484, -27.154)
C (3.945, 11.978, -25.237)
C (3.397, 10.713, -25.970)
C (5.603, 13.851, -25.075)
C (4.718, 14.998, -25.631)
O (4.762, 15.139, -27.029)
C (3.930, 16.137, -27.617)
H (8.492, 10.942, -25.237)
H (8.309, 12.686, -25.569)
H (7.989, 11.430, -26.774)
H (6.494, 11.500, -23.979)
H (6.206, 10.405, -25.331)
H (5.811, 11.502, -27.504)
H (6.260, 13.211, -27.425)
H (4.522, 12.798, -27.534)
H (3.221, 12.787, -25.332)
H (4.092, 11.739, -24.184)
H (2.597, 11.010, -26.648)
H (3.052, 10.178, -25.085)
H (4.000, 10.057, -26.598)
H (6.636, 14.113, -25.307)
H (5.676, 13.779, -23.990)
H (5.041, 15.948, -25.204)
H (3.722, 14.872, -25.206)
H (3.008, 15.624, -27.893)
H (4.455, 16.460, -28.515)
H (3.719, 16.962, -26.936)
C (14.756, 14.228, -17.129)
C (13.313, 14.783, -17.131)
N (12.221, 13.654, -16.979)
C (12.689, 12.598, -15.829)
C (10.989, 14.341, -16.328)
C (10.306, 15.377, -17.179)
C (11.993, 12.994, -18.331)
C (10.602, 12.300, -18.414)
O (10.296, 11.480, -17.365)
C (9.121, 10.724, -17.459)
H (14.765, 13.412, -17.851)
H (15.036, 13.850, -16.146)
H (15.454, 15.050, -17.291)
H (12.970, 15.357, -17.992)
H (13.061, 15.438, -16.296)
H (11.836, 12.015, -15.481)
H (13.049, 13.241, -15.027)
H (13.391, 11.914, -16.306)
H (11.395, 14.771, -15.413)
H (10.262, 13.553, -16.128)
H (9.869, 14.954, -18.083)
H (11.003, 16.184, -17.404)
H (9.441, 15.762, -16.638)
H (12.850, 12.423, -18.688)
H (11.797, 13.815, -19.021)
H (10.552, 11.695, -19.319)
H (9.759, 12.967, -18.598)
H (8.664, 10.469, -16.503)
H (9.347, 9.782, -17.958)
H (8.288, 11.294, -17.871)
C (8.906, 18.621, -17.769)
C (7.518, 19.131, -18.355)
N (6.943, 20.474, -17.707)
C (6.738, 20.169, -16.198)
C (7.809, 21.711, -17.837)
C (7.066, 23.112, -17.605)
C (5.579, 20.648, -18.368)
C (5.550, 20.674, -19.925)
O (6.683, 21.403, -20.380)
C (6.660, 21.632, -21.822)
H (9.752, 19.239, -18.073)
H (9.164, 17.628, -18.137)
H (8.875, 18.504, -16.686)
H (6.712, 18.425, -18.160)
H (7.695, 19.084, -19.429)
H (7.579, 19.818, -15.600)
H (5.852, 19.582, -15.959)
H (6.382, 21.135, -15.841)
H (8.250, 21.606, -18.829)
H (8.658, 21.587, -17.165)
H (6.398, 23.286, -18.449)
H (7.769, 23.935, -17.475)
H (6.482, 23.083, -16.686)
H (5.169, 21.538, -17.891)
H (5.024, 19.742, -18.127)
H (4.574, 21.075, -20.199)
H (5.581, 19.614, -20.176)
H (6.741, 20.700, -22.381)
H (7.485, 22.302, -22.064)
H (5.706, 22.049, -22.144)
C (6.349, 14.698, -17.225)
F (5.743, 13.604, -17.760)
F (7.160, 14.296, -16.232)
F (6.994, 15.356, -18.188)
S (5.087, 16.006, -16.573)
O (4.070, 15.180, -15.947)
O (5.826, 16.854, -15.646)
O (4.537, 16.754, -17.707)
C (11.139, 20.892, -21.628)
F (11.473, 21.570, -20.493)
F (9.818, 20.668, -21.493)
F (11.553, 21.515, -22.766)
S (12.042, 19.103, -21.542)
O (13.504, 19.257, -21.481)
O (11.524, 18.376, -20.391)
O (11.586, 18.383, -22.785)
C (12.541, 12.743, -26.623)
F (11.878, 11.915, -25.801)
F (13.662, 13.093, -25.908)
F (12.841, 12.167, -27.791)
S (11.507, 14.315, -26.980)
O (10.101, 13.852, -27.038)
O (11.888, 15.192, -25.843)
O (11.980, 14.772, -28.274)

Here are the Mulliken charges for atoms 1 to 99, given in e:
1 Y 2.257
2 N 0.622
3 S 0.416
4 O -0.565
5 O -0.464
6 F -0.062
7 S -0.283
8 O -0.238
9 O -0.214
10 F -0.078
11 N -0.018
12 S 0.688
13 O -0.359
14 O -0.517
15 F -0.319
16 S 0.811
17 O -0.540
18 O -0.479
19 F 0.019
20 C -0.563
21 O -0.421
22 C -0.735
23 C 0.217
24 N -0.237
25 H 0.494
26 H 0.416
27 C -0.630
28 C 0.268
29 O -0.358
30 C -0.693
31 H 0.290
32 H 0.204
33 H 0.300
34 H 0.461
35 H 0.407
36 H -0.294
37 H 0.295
38 H 0.248
39 H 0.433
40 H -0.294
41 H 0.374
42 H 0.304
43 H 0.250
44 H 0.247
45 C -0.766
46 C -0.740
47 N 0.545
48 C -1.116
49 C -0.465
50 C -1.230
51 C -0.295
52 C -0.992
53 O -0.265
54 C -0.868
55 H 0.382
56 H -0.037
57 H 0.480
58 H 0.467
59 H 0.370
60 H 0.451
61 H 0.306
62 H 0.408
63 H 0.383
64 H 0.509
65 H 0.377
66 H 0.348
67 H 0.346
68 H -0.234
69 H 0.514
70 H 0.640
71 H 0.514
72 H 0.323
73 H 0.265
74 H 0.332
75 C -1.163
76 C -0.694
77 N 0.375
78 C -0.973
79 C -1.221
80 C -0.512
81 C -0.740
82 C -0.348
83 O -0.404
84 C -0.847
85 H 0.285
86 H 0.344
87 H 0.408
88 H 0.536
89 H 0.449
90 H 0.325
91 H 0.448
92 H 0.384
93 H 0.693
94 H 0.414
95 H -0.082
96 H 0.479
97 H 0.487
98 H 0.605
99 H 0.326

---

(3)
# C4H12N2O2

A cluster of 3 separate species, C4H12N2O2 in total in a non-equilibrium geometry (the ωB97M-V functional and the def2-TZVPD basis, the OMol25 dataset).

Properties
Highest occupied orbital energy: -7.072 eV
Frontier orbital gap: 0.2814 Ha
Energy above the lowest of the compared OMol25 structures with the same formula, charge and spin: 127.5 kcal/mol

Element x y z (Å)
C (-0.267, 0.379, 0.361)
C (-0.144, -0.494, -0.739)
C (-2.168, -0.574, -0.007)
C (2.629, -0.637, -0.625)
N (0.138, 0.034, 1.629)
N (-0.508, 1.722, 0.141)
O (1.621, 0.059, -1.263)
O (-2.971, 0.467, -0.444)
H (-2.660, 1.271, 0.007)
H (0.563, 0.771, 2.171)
H (0.654, -0.831, 1.692)
H (-0.494, 2.332, 0.946)
H (-0.161, 2.046, -0.754)
H (0.116, -1.530, -0.569)
H (-0.537, -0.189, -1.695)
H (-2.277, -0.810, 1.056)
H (-2.380, -1.453, -0.612)
H (2.848, -0.267, 0.403)
H (2.417, -1.725, -0.525)
H (3.583, -0.571, -1.174)

Mulliken atomic charges, in units of e:
1 C 0.887
2 C -0.950
3 C -0.653
4 C -0.617
5 N -0.497
6 N -0.484
7 O -0.635
8 O -0.509
9 H 0.367
10 H 0.216
11 H 0.259
12 H 0.215
13 H 0.234
14 H 0.456
15 H 0.326
16 H 0.374
17 H 0.378
18 H 0.173
19 H 0.202
20 H 0.260

---

(4)
# C31H49BN2O2P2V

A structure of composition C31H49BN2O2P2V (the ωB97M-V functional and the def2-TZVPD basis, the OMol25 dataset).

Properties
Highest occupied orbital energy (spin up / spin down): -6.798 / -6.218 eV
Frontier orbital gap (spin up / spin down): 0.2716 / 0.2503 Ha
Multiplicity: 2
Expectation value of S²: 0.758

Element x y z (Å)
V (0.476, 0.002, 0.034)
C (0.638, 1.532, 3.961)
C (-0.140, 0.226, 3.776)
C (-0.261, -0.499, 5.120)
C (-1.544, 0.571, 3.252)
P (0.627, -0.784, 2.402)
C (-0.167, -2.460, 2.600)
N (-0.318, -2.980, 1.263)
B (-0.237, -2.121, 0.108)
N (-0.140, -3.035, -1.004)
C (0.212, -2.614, -2.333)
P (0.284, -0.750, -2.321)
C (-1.337, -0.223, -3.104)
C (-2.440, -0.965, -2.332)
C (-1.483, -0.532, -4.594)
C (-1.538, 1.278, -2.858)
C (1.737, -0.418, -3.468)
C (2.977, -0.704, -2.607)
C (1.808, -1.277, -4.733)
C (1.763, 1.065, -3.850)
C (-0.096, -4.341, -0.538)
C (0.063, -5.543, -1.206)
C (0.104, -6.716, -0.454)
C (-0.013, -6.685, 0.929)
C (-0.178, -5.480, 1.610)
C (-0.210, -4.308, 0.872)
C (2.453, -1.135, 2.700)
C (2.825, -2.248, 1.706)
C (3.262, 0.110, 2.323)
C (2.834, -1.585, 4.110)
H (0.045, 2.218, 4.572)
H (0.838, 2.020, 3.003)
H (1.585, 1.367, 4.477)
H (-0.759, 0.162, 5.835)
H (0.708, -0.761, 5.534)
H (-0.860, -1.408, 5.047)
H (-2.070, 1.166, 4.004)
H (-2.139, -0.324, 3.059)
H (-1.489, 1.155, 2.330)
H (-1.129, -2.341, 3.105)
H (0.444, -3.120, 3.222)
H (-0.493, -2.964, -3.095)
H (1.198, -3.000, -2.612)
H (-2.390, -2.047, -2.470)
H (-3.412, -0.622, -2.696)
H (-2.383, -0.758, -1.263)
H (-1.263, -1.575, -4.828)
H (-0.842, 0.104, -5.204)
H (-2.516, -0.336, -4.895)
H (-1.484, 1.521, -1.794)
H (-2.533, 1.565, -3.212)
H (-0.811, 1.892, -3.389)
H (2.987, -1.726, -2.221)
H (3.027, -0.019, -1.758)
H (3.879, -0.567, -3.209)
H (1.802, -2.346, -4.513)
H (2.745, -1.059, -5.255)
H (0.994, -1.067, -5.422)
H (1.639, 1.708, -2.974)
H (0.987, 1.309, -4.576)
H (2.728, 1.305, -4.307)
H (0.155, -5.572, -2.285)
H (0.229, -7.666, -0.958)
H (0.021, -7.610, 1.489)
H (-0.276, -5.461, 2.689)
H (2.587, -1.961, 0.676)
H (2.313, -3.189, 1.911)
H (3.902, -2.431, 1.764)
H (2.960, 0.508, 1.350)
H (4.322, -0.154, 2.270)
H (3.157, 0.913, 3.050)
H (2.238, -2.433, 4.451)
H (2.726, -0.776, 4.831)
H (3.884, -1.895, 4.120)
O (-1.062, 2.622, 0.249)
C (0.141, 2.868, 0.185)
O (1.056, 1.954, 0.186)
C (0.646, 4.279, 0.089)
C (-0.265, 5.329, 0.035)
C (0.183, 6.637, -0.055)
C (1.546, 6.903, -0.088)
C (2.459, 5.859, -0.032)
C (2.010, 4.549, 0.054)
H (-1.322, 5.096, 0.065)
H (-0.528, 7.452, -0.099)
H (1.897, 7.925, -0.157)
H (3.521, 6.067, -0.057)
H (2.706, 3.723, 0.099)

Mulliken atomic charges, in units of e:
1 V 0.124
2 C -1.668
3 C 2.025
4 C -1.722
5 C -1.652
6 P 0.947
7 C -1.482
8 N 0.484
9 B -0.318
10 N 0.513
11 C -1.940
12 P 1.636
13 C 1.879
14 C -1.853
15 C -1.895
16 C -1.905
17 C 1.645
18 C -1.639
19 C -1.732
20 C -1.727
21 C 0.577
22 C -0.571
23 C -0.756
24 C -0.706
25 C -0.795
26 C 0.269
27 C 1.756
28 C -1.911
29 C -1.632
30 C -1.929
31 H 0.544
32 H 0.164
33 H 0.271
34 H 0.541
35 H 0.288
36 H 0.286
37 H 0.587
38 H 0.256
39 H 0.155
40 H 0.484
41 H 0.341
42 H 0.507
43 H 0.685
44 H 0.285
45 H 0.639
46 H 0.183
47 H 0.330
48 H 0.316
49 H 0.503
50 H 0.399
51 H 0.526
52 H 0.215
53 H 0.266
54 H 0.141
55 H 0.601
56 H 0.270
57 H 0.532
58 H 0.311
59 H 0.194
60 H 0.291
61 H 0.526
62 H 0.466
63 H 0.388
64 H 0.390
65 H 0.465
66 H 0.245
67 H 0.245
68 H 0.664
69 H 0.170
70 H 0.528
71 H 0.277
72 H 0.297
73 H 0.350
74 H 0.484
75 O -0.762
76 C 0.579
77 O -0.393
78 C 0.247
79 C -0.262
80 C -0.670
81 C -0.350
82 C -0.814
83 C -0.232
84 H 0.457
85 H 0.393
86 H 0.388
87 H 0.392
88 H 0.396

---

(5)
# CH4N2O

An isolated molecule of CH4N2O in a non-equilibrium geometry (the ωB97M-V functional and the def2-TZVPD basis, the OMol25 dataset).

Properties
Highest occupied orbital energy: -9.916 eV
Frontier orbital gap: 0.4048 Ha
SMILES: OC1NN1
Energy above the lowest of the compared OMol25 structures with the same formula, charge and spin: 86.8 kcal/mol

Element x y z (Å)
O (1.489, -0.125, -0.198)
C (0.140, -0.052, 0.520)
N (-0.783, -0.854, -0.114)
N (-0.825, 0.571, -0.311)
H (1.675, 0.769, -0.590)
H (0.196, -0.084, 1.650)
H (-0.325, -1.213, -1.068)
H (-1.567, 0.988, 0.112)

Mulliken atomic charges, in units of e:
1 O -0.565
2 C 0.377
3 N -0.450
4 N -0.487
5 H 0.323
6 H 0.310
7 H 0.298
8 H 0.194